# 1
12
Properties=species:S:1:pos:R:3 method="wB97M-V/def2-TZVPD" lumo_energy_ev="-7.31 / -4.46" homo_ha="-0.47505 / -0.52302" homo_lumo_gap_ev="5.62 / 9.78" total_charge=+1
C -0.48495 -0.54093 -0.87446
C 0.37274 -0.13237 1.44217
N -0.58552 -0.01319 0.34871
N 2.02093 1.34865 0.49759
N -1.23128 -0.52813 -1.96579
O 1.07129 1.14057 1.33872
H -0.14893 -0.45575 2.39085
H 1.08890 -0.88093 1.30484
H -1.46113 0.47398 0.61023
H 2.24996 0.50786 -0.22919
H -2.25397 -0.21106 -2.05555
H -0.63804 -0.70871 -2.80811

---

# 2
123
Properties=species:S:1:pos:R:3 method="wB97M-V/def2-TZVPD" lumo_energy_ev=-1.74 homo_ha=-0.22109 homo_lumo_gap_ev=4.28
C -0.93448 6.23357 0.64588
C -0.38432 7.62034 0.94815
O 1.02853 7.52437 0.75128
C 1.31205 6.26477 0.23962
O 2.48055 5.96712 -0.02522
N 0.17845 5.50992 0.11403
H -1.31950 5.78358 1.58157
H -1.76398 6.32068 -0.07698
H -0.79945 8.33824 0.23266
H -0.60496 7.92498 1.97893
C -3.45132 1.06634 6.31524
N -3.83941 0.35903 5.11552
C -5.01615 -0.47319 5.27788
C -3.27051 0.58236 3.89494
C -3.87612 0.03565 2.73721
C -3.25613 0.12971 1.50409
C -2.02437 0.79363 1.33652
C -1.43545 0.96362 -0.00998
C -2.09156 0.49858 -1.19727
C -1.79119 0.82442 -2.53948
C -0.83750 1.74161 -3.03790
C -0.26268 1.45612 -4.31328
C 0.61787 2.31335 -4.92007
C 1.09267 3.46312 -4.22378
N 2.08691 4.21424 -4.75290
C 2.62528 5.34446 -4.02985
C 2.71004 3.87224 -6.01656
C 0.52229 3.76698 -2.95259
C -0.43434 2.94672 -2.38737
Pd -0.27952 -0.84750 -0.32953
P -1.06725 -2.84774 0.35486
C -0.28934 -4.18757 -0.60106
C 0.49133 -5.18777 -0.00008
C 1.01821 -6.22413 -0.76946
C 0.85059 -6.22262 -2.15655
C 0.18934 -5.16097 -2.77339
C -0.37568 -4.14364 -2.00369
C -0.81081 -3.15706 2.11640
C -1.01084 -4.43708 2.66702
C -0.80092 -4.65045 4.02892
C -0.46503 -3.57929 4.86407
C -0.32330 -2.29652 4.33176
C -0.49300 -2.08424 2.96779
C -2.86914 -2.90032 0.12848
C -3.73718 -3.05093 1.22578
C -5.11586 -3.12510 1.02979
C -5.64111 -3.08825 -0.26849
C -4.79337 -2.88665 -1.35821
C -3.41440 -2.76472 -1.15994
P 1.98656 -0.72748 -0.49216
C 2.39395 0.66525 0.59503
C 3.10125 0.60815 1.81092
C 3.32520 1.78351 2.53963
C 2.76138 2.99424 2.12038
C 1.93450 3.01408 0.99119
C 1.82412 1.88309 0.19293
C 2.96162 -2.15044 0.04324
C 3.88970 -2.80215 -0.78903
C 4.53239 -3.95393 -0.33423
C 4.24405 -4.47055 0.92908
C 3.30720 -3.83941 1.74981
C 2.69236 -2.66407 1.32012
C 2.50900 -0.26769 -2.16856
C 3.32308 0.84721 -2.42289
C 3.83685 1.06240 -3.70131
C 3.48977 0.20478 -4.74891
C 2.58815 -0.83939 -4.52734
C 2.08071 -1.06222 -3.24788
C -1.42614 1.36643 2.48958
C -2.06366 1.32948 3.72353
H -2.47780 1.55043 6.21736
H -4.19535 1.82924 6.59149
H -3.41617 0.33862 7.13270
H -4.94007 -1.41543 4.72118
H -5.11098 -0.70960 6.34065
H -5.93965 0.03826 4.96518
H -4.84680 -0.45685 2.78701
H -3.74164 -0.31888 0.63864
H -0.73884 1.78787 -0.10689
H -2.97540 -0.12287 -1.06243
H -2.30556 0.22894 -3.30548
H -0.52512 0.50611 -4.79335
H 1.00236 2.06788 -5.91137
H 3.12588 5.04850 -3.09446
H 3.34981 5.84566 -4.67072
H 1.81246 6.04176 -3.77856
H 1.96138 3.75031 -6.81067
H 3.37997 4.68660 -6.29113
H 3.29725 2.94501 -5.93533
H 0.84619 4.64696 -2.39503
H -0.90843 3.24934 -1.45253
H 0.69547 -5.14537 1.07208
H 1.57183 -7.03086 -0.29130
H 1.24914 -7.04382 -2.75503
H 0.11193 -5.12520 -3.85889
H -0.86524 -3.30133 -2.49497
H -1.32060 -5.26601 2.02514
H -0.90154 -5.65491 4.43863
H -0.31721 -3.74998 5.93009
H -0.07513 -1.45466 4.98168
H -0.39087 -1.07484 2.55221
H -3.32842 -3.11402 2.23784
H -5.78056 -3.22296 1.89219
H -6.71625 -3.21892 -0.42409
H -5.20200 -2.82629 -2.36864
H -2.76324 -2.57119 -2.01179
H 3.49169 -0.34341 2.17520
H 3.93204 1.76090 3.44555
H 2.95219 3.92656 2.65348
H 1.38739 3.90771 0.69188
H 1.26350 1.94878 -0.74327
H 4.10429 -2.40308 -1.78219
H 5.26012 -4.45628 -0.97008
H 4.75051 -5.37163 1.27915
H 3.05676 -4.25716 2.72368
H 1.97985 -2.14624 1.96792
H 3.58212 1.53381 -1.61445
H 4.52568 1.88897 -3.87478
H 3.92508 0.35072 -5.74049
H 2.29012 -1.48766 -5.35327
H 1.34564 -1.85435 -3.07338
H -0.45902 1.86760 2.38162
H -1.62480 1.87194 4.56420

---

# 3
15
Properties=species:S:1:pos:R:3 method="wB97M-V/def2-TZVPD" lumo_energy_ev=0.05 smiles="O=C(O)c1cc2sccc2s1" homo_ha=-0.32947 homo_lumo_gap_ev=9.01
O 3.65986 0.74800 0.51934
C 2.91927 -0.19103 0.05630
O 3.39610 -1.35446 -0.12068
C 1.45979 0.10023 -0.13548
C 0.52624 -0.87902 0.04912
C -0.82426 -0.43553 0.01919
S -2.40408 -1.26493 0.16966
C -3.11146 0.36637 0.12205
C -2.28607 1.38083 -0.01541
C -0.92463 0.90456 -0.01678
S 0.65486 1.59825 -0.04768
H 2.88008 -1.99425 -0.65008
H 0.73419 -1.97871 0.02787
H -4.13844 0.56851 0.15033
H -2.54145 2.43117 -0.12774

---

# 4
101
Properties=species:S:1:pos:R:3 method="wB97M-V/def2-TZVPD" lumo_energy_ev=-1.16 homo_ha=-0.30728 homo_lumo_gap_ev=7.20
C -0.44915 0.18440 3.75110
C -0.61631 1.58045 3.03195
O -0.26387 1.59154 1.63324
B -1.09823 0.70902 0.86120
O -2.39374 1.06518 0.46252
C -0.39406 -0.70809 0.44790
O -0.74134 -1.64303 1.15492
O 0.56988 -0.79009 -0.56844
C 0.12270 -1.39796 -1.78601
C 0.45951 -0.32671 -2.94008
C 0.29478 1.17416 -2.47811
C 1.61555 1.79965 -1.81040
S 1.68530 3.60635 -2.17828
C 0.01770 4.31528 -1.95039
S -0.15678 5.51325 -0.80520
N -1.15869 3.89267 -2.66992
C -1.42895 3.76125 -4.05585
C -2.81815 3.27536 -4.06375
N -3.35231 3.12029 -2.74328
C -2.29843 3.49811 -1.95121
C 0.87593 -2.71272 -2.23783
I 1.03878 -3.12798 -4.38902
C 1.43435 -3.67847 -1.42202
C 1.36231 -3.57876 0.13710
I 2.45131 -5.45346 -2.18941
C -1.43302 -1.71850 -1.85802
C -2.38323 -0.72357 -2.41515
C -3.76993 -1.24185 -2.43309
C -4.05041 -2.58358 -1.93103
N -3.21698 -3.53023 -1.36414
C -1.94095 -3.00531 -1.37397
H 0.35231 -0.38062 3.19215
H -1.38923 -0.44040 3.70603
H -0.09924 0.25450 4.81565
H 0.08960 2.29806 3.54760
H -1.65295 1.96834 3.23173
H -2.61118 1.88590 0.94636
H 1.56444 -0.47256 -3.14118
H -0.16743 -0.46948 -3.85437
H 0.16833 1.77439 -3.43258
H -0.63123 1.39016 -1.87916
H 2.50616 1.28077 -2.25560
H 1.63175 1.56332 -0.70425
H -0.71469 3.97055 -4.87881
H -3.43867 3.02250 -4.95530
H -2.34325 3.50219 -0.84258
H 1.76653 -2.60548 0.53748
H 0.34061 -3.79475 0.53880
H 2.03785 -4.36677 0.57182
H -2.15261 0.28335 -2.82572
H -4.59890 -0.60763 -2.83117
H -5.12498 -2.91787 -2.01261
H -1.16752 -3.69345 -0.93018
C 4.65676 -3.58882 2.73408
C 3.39664 -4.21990 3.27067
O 2.33014 -4.14948 2.67235
N 3.47352 -4.88041 4.45421
C 4.63533 -5.06683 5.29638
H 4.43869 -3.09983 1.78557
H 5.02861 -2.83738 3.43281
H 5.41671 -4.35293 2.56199
H 2.59074 -5.28032 4.75672
H 4.81207 -6.13841 5.41250
H 4.42653 -4.63351 6.27718
H 5.52394 -4.59952 4.87923
C -3.98807 2.12689 -8.90339
C -3.04622 2.18077 -7.72994
O -3.34683 1.73233 -6.63174
N -1.82644 2.75067 -7.91975
C -1.28839 3.33305 -9.13292
H -4.91544 1.64609 -8.59750
H -4.21894 3.13653 -9.24735
H -3.54711 1.54371 -9.71344
H -1.25048 2.75034 -7.09138
H -0.37545 2.79728 -9.40034
H -1.04189 4.37852 -8.93693
H -1.99177 3.27884 -9.95920
C -0.93758 -7.33576 5.57627
C -0.20151 -6.07112 5.92900
O 0.82982 -5.73902 5.36127
N -0.71786 -5.28854 6.91188
C -1.91760 -5.50841 7.69407
H -0.40559 -7.85009 4.77798
H -0.98519 -7.99744 6.44278
H -1.94344 -7.10011 5.22531
H -0.17242 -4.45929 7.09305
H -2.59215 -4.66387 7.54036
H -1.64082 -5.55415 8.74928
H -2.42442 -6.42819 7.41551
C 2.16781 5.93060 2.66958
C 2.53176 7.06281 3.59298
O 2.55752 6.93046 4.80756
N 2.83846 8.26430 3.03147
C 2.86361 8.61465 1.62559
H 1.94968 5.04123 3.25821
H 1.27947 6.18834 2.09076
H 3.00172 5.70712 2.00217
H 3.07209 8.97546 3.70760
H 3.86935 8.95476 1.36982
H 2.15934 9.43237 1.45833
H 2.59597 7.77453 0.98990

---

# 5
100
Properties=species:S:1:pos:R:3 method="wB97M-V/def2-TZVPD" lumo_energy_ev="-13.91 / -13.99" homo_ha="-0.71203 / -0.71323" homo_lumo_gap_ev="5.47 / 5.42" total_charge=+4
Os 0.38170 -0.64310 -0.09820
C -1.10240 0.06830 -5.04780
N 0.11630 -0.57480 -4.59320
C 0.87990 -1.16290 -5.68370
C 0.50860 -0.75080 -3.33540
N 0.17410 -0.09620 -2.23320
C -0.41080 1.24560 -2.38040
C -0.53720 1.98630 -1.04740
N -1.16110 1.15280 -0.02970
C -2.50550 0.68390 -0.33360
C -2.51420 -0.75460 -0.89620
N -1.58310 -1.63710 -0.19010
C -1.97880 -2.91210 -0.02140
N -1.47450 -3.65710 1.00080
C -1.41650 -3.17190 2.36450
C -1.30390 -5.09040 0.87800
N -2.87360 -3.50550 -0.84060
C -3.85730 -4.44960 -0.34660
C -2.91920 -3.29970 -2.27140
C -0.98540 1.59920 1.34370
C -0.92480 0.37510 2.26910
N 0.27490 -0.41980 2.00360
C 1.13850 -0.64070 2.99900
N 1.05210 -0.01310 4.21400
C 0.96980 1.41370 4.40880
C 1.03540 -0.78950 5.43630
N 2.13760 -1.54090 2.87300
C 2.04440 -2.73210 2.05540
C 3.33390 -1.45760 3.69840
N 1.49300 -1.77800 -3.20420
C 2.81620 -1.26150 -2.94680
C 1.09600 -2.92040 -2.44240
H -1.38820 -0.39540 -5.99360
H -0.95840 1.13300 -5.23990
H -1.92730 -0.07650 -4.35320
H 0.74810 -0.54580 -6.57260
H 0.51770 -2.16720 -5.91120
H 1.94070 -1.22400 -5.46380
H -1.39710 1.20700 -2.84380
H 0.24080 1.83850 -3.03270
H -1.11080 2.90500 -1.22700
H 0.45540 2.27800 -0.69620
H -2.98430 1.33800 -1.06880
H -3.11660 0.71220 0.56970
H -2.27070 -0.72060 -1.96280
H -3.53710 -1.13020 -0.80230
H -1.02500 -2.16300 2.39530
H -0.78080 -3.83300 2.94780
H -2.40880 -3.18270 2.82480
H -1.31220 -5.40000 -0.16230
H -2.05980 -5.65280 1.42980
H -0.33340 -5.35090 1.30290
H -3.97090 -4.36570 0.72930
H -3.61570 -5.47930 -0.61020
H -4.81640 -4.21610 -0.80970
H -2.00830 -2.81320 -2.61500
H -3.78760 -2.70940 -2.57280
H -3.00280 -4.27410 -2.75730
H -1.80520 2.24890 1.66730
H -0.05520 2.16650 1.41000
H -1.80330 -0.24540 2.06230
H -0.99020 0.69330 3.30670
H 1.03240 1.94590 3.46520
H 1.80470 1.72640 5.04060
H 0.06260 1.70120 4.94150
H 1.15670 -1.84920 5.23730
H 0.06920 -0.64520 5.93210
H 1.80650 -0.45420 6.13230
H 1.38730 -2.55410 1.18910
H 1.64730 -3.56970 2.63550
H 3.03860 -3.01960 1.71810
H 3.32860 -2.16540 4.52740
H 3.46140 -0.45660 4.10240
H 4.20160 -1.68010 3.08150
H 3.06530 -0.50000 -3.68090
H 3.54310 -2.06780 -3.02220
H 2.87490 -0.80000 -1.95140
H 0.85530 -2.65930 -1.36620
H 1.90390 -3.64890 -2.45210
H 0.21010 -3.36740 -2.89130
C 5.05410 3.14500 -1.04720
C 4.86160 2.52870 0.33070
N 5.09730 1.09450 0.29170
C 4.20920 0.13700 0.14170
S 2.52480 0.58030 0.17160
N 4.56280 -1.13510 -0.01930
C 5.93250 -1.64230 -0.13130
C 6.53550 -2.05130 1.20470
H 4.94660 4.22440 -0.99200
H 4.32050 2.75970 -1.75100
H 6.04670 2.92750 -1.42910
H 3.85180 2.72020 0.69530
H 5.57370 2.95450 1.03950
H 6.07940 0.84480 0.23290
H 3.82980 -1.82850 -0.02310
H 6.54990 -0.88870 -0.62020
H 5.90370 -2.51630 -0.78170
H 6.56730 -1.23170 1.91680
H 7.55640 -2.38080 1.03830
H 5.99350 -2.88980 1.63440

---

# 6
15
Properties=species:S:1:pos:R:3 method="wB97M-V/def2-TZVPD" lumo_energy_ev=3.81 homo_ha=-0.17650 homo_lumo_gap_ev=8.61 total_charge=-1
C -0.47335 2.34982 -0.77596
N 0.26965 1.29016 -0.16208
C -0.28949 0.51162 0.87497
O 0.44767 -0.45767 1.24715
O -1.39786 0.84598 1.29100
H 0.17278 2.86744 -1.48786
H -0.83007 3.09855 -0.06812
H -1.36148 2.02539 -1.34018
H 1.03311 0.93164 -0.70466
H -1.06114 -2.94448 -0.17341
H -0.56409 -2.07314 0.98414
O -1.35506 -2.55863 0.65632
H 1.63172 -1.37884 0.42534
H 1.60092 -2.45452 -0.70904
O 2.17669 -2.05333 -0.05761

---

# 7
26
Properties=species:S:1:pos:R:3 method="wB97M-V/def2-TZVPD" lumo_energy_ev=0.98 smiles=Cc1ccccc1.CCC homo_ha=-0.33097 homo_lumo_gap_ev=9.99
C 0.15989 0.72556 -3.11559
C 1.05419 0.29584 -2.12266
C 1.68175 1.28593 -1.28336
C 2.39957 0.71779 -0.18812
C 2.60430 -0.62618 0.05139
C 2.02909 -1.43083 -0.84740
C 1.21582 -1.05503 -1.89526
H -0.61881 -0.17830 -3.34997
H 0.49277 1.10495 -4.01050
H -0.41784 1.68758 -2.77164
H 1.38355 2.38937 -1.40215
H 2.75993 1.48440 0.45198
H 3.04645 -0.84082 0.98996
H 2.21946 -2.41356 -0.67377
H 0.79735 -1.86225 -2.54956
C -1.46039 0.96198 1.54011
C -2.56288 -0.00229 1.81951
C -1.82918 -1.16355 2.62876
H -1.23916 1.29033 2.53372
H -1.88259 1.83753 1.00303
H -0.46730 0.52161 1.07555
H -3.33752 0.25068 2.44109
H -2.84731 -0.53867 0.96065
H -0.94701 -1.57675 2.09278
H -1.62622 -1.08193 3.73270
H -2.60791 -1.78338 2.88877

---

Number 1: energy -8675.7501 eV. Number 2: energy -91692.1525 eV. Number 3: energy -33088.4327 eV. Number 4: energy -98314.8464 eV. Number 5: energy -59079.9717 eV. Number 6: energy -11886.4171 eV. Number 7: energy -10626.7676 eV.